Entry 1:
81
Properties=species:S:1:pos:R:3:forces:R:3 method="wB97M-V/def2-TZVPD" spin_multiplicity=3 homo_energy_ev="-7.39 / -7.32" total_energy_ev=-141074.6424 lumo_energy_ha="0.016 / 0.016" homo_lumo_gap_ev="7.82 / 7.75" fmax_ev_per_a=0.1 relative_energy_kcal_mol=0.0
Ni 1.093 -1.559 1.779 0.065 -0.079 -0.080
O 2.512 -1.316 0.389 -0.024 0.028 -0.002
N 3.564 -2.124 0.433 -0.002 -0.021 0.060
C 4.510 -1.923 -0.512 0.023 -0.002 -0.010
C 5.642 -2.685 -0.570 -0.009 -0.003 0.008
C 5.808 -3.697 0.383 0.002 0.004 -0.013
C 4.842 -3.891 1.331 0.000 -0.005 0.005
C 3.676 -3.097 1.383 0.011 0.048 -0.072
S 2.455 -3.316 2.549 -0.053 0.028 0.048
H 4.279 -1.118 -1.192 -0.005 -0.001 0.004
H 6.374 -2.493 -1.340 -0.003 -0.001 0.001
H 6.691 -4.322 0.370 -0.003 -0.002 0.003
H 4.934 -4.663 2.081 0.000 0.001 0.000
Cl -3.031 -4.169 0.531 0.002 0.007 -0.006
C -2.346 -3.656 2.074 0.007 -0.026 0.010
Cl -3.544 -2.671 2.937 -0.021 0.009 0.009
Cl -1.936 -5.081 3.047 0.001 0.002 -0.004
C -1.029 -2.851 1.877 0.042 0.025 -0.057
O -0.642 -2.176 2.864 -0.001 -0.024 -0.013
O -0.421 -2.945 0.805 -0.062 0.007 0.063
N -0.126 0.238 4.233 0.013 0.028 0.006
C 1.106 0.595 3.826 -0.043 0.022 -0.034
N 1.583 1.799 4.285 0.001 -0.020 -0.008
O 1.805 -0.086 3.068 0.025 0.009 0.031
H -0.722 0.908 4.685 -0.006 0.002 0.008
H -0.544 -0.588 3.816 0.010 -0.018 0.009
H 1.236 2.150 5.161 0.000 -0.003 0.014
H 2.569 1.926 4.129 0.006 0.000 0.009
O -0.100 -0.050 1.036 0.064 0.024 -0.019
P -0.611 0.791 -0.098 -0.026 -0.023 0.006
C -0.854 -0.161 -1.626 -0.008 0.058 -0.001
C -2.071 -1.106 -1.501 -0.014 -0.004 0.022
C -1.949 -2.312 -2.445 -0.008 -0.005 -0.009
C -1.222 -1.920 -3.725 -0.001 0.003 -0.003
C 0.236 -1.550 -3.407 0.004 -0.015 0.007
C 0.383 -0.995 -1.984 0.021 0.006 0.001
C 0.486 2.219 -0.404 -0.025 0.001 0.006
C 0.281 2.932 -1.763 -0.005 0.015 0.014
C 1.370 2.545 -2.757 0.007 -0.007 -0.011
C 2.747 3.014 -2.264 0.000 -0.008 0.000
C 2.854 2.958 -0.730 0.004 0.002 -0.002
C 1.965 1.859 -0.160 0.001 -0.027 0.016
C -2.189 1.538 0.429 -0.029 0.008 -0.001
C -3.086 0.567 1.206 0.020 0.005 -0.017
C -4.127 1.364 2.002 -0.016 -0.002 -0.009
C -4.612 2.606 1.231 0.008 0.004 -0.002
C -4.474 2.395 -0.274 0.000 -0.002 0.012
C -2.993 2.272 -0.666 0.009 -0.007 -0.007
H -1.033 0.564 -2.429 0.001 -0.004 0.004
H -2.988 -0.553 -1.722 0.007 0.002 0.005
H -2.147 -1.473 -0.477 -0.006 -0.019 -0.009
H -2.945 -2.704 -2.660 0.004 -0.003 -0.003
H -1.400 -3.111 -1.941 0.003 0.002 0.010
H -1.737 -1.067 -4.181 0.002 0.000 0.002
H -1.258 -2.726 -4.459 0.000 0.000 0.000
H 0.601 -0.817 -4.132 -0.005 -0.001 -0.003
H 0.874 -2.432 -3.505 -0.003 0.005 -0.002
H 1.308 -0.427 -1.900 0.003 0.008 0.014
H 0.467 -1.800 -1.255 0.013 -0.026 0.008
H 0.192 2.915 0.392 0.003 -0.004 -0.003
H 0.320 4.013 -1.602 -0.004 0.001 -0.005
H -0.708 2.730 -2.178 -0.010 -0.001 -0.001
H 1.154 2.970 -3.739 0.001 0.008 0.005
H 1.367 1.460 -2.888 0.001 0.009 -0.003
H 2.931 4.035 -2.608 0.003 -0.002 0.000
H 3.523 2.393 -2.716 -0.001 -0.007 0.008
H 2.552 3.919 -0.299 -0.003 -0.002 0.000
H 3.891 2.801 -0.429 0.002 0.002 -0.005
H 2.131 1.715 0.908 -0.006 0.003 -0.005
H 2.221 0.901 -0.612 0.007 -0.006 -0.013
H -1.844 2.282 1.159 0.011 -0.001 0.006
H -2.488 -0.060 1.868 -0.006 0.007 -0.011
H -3.591 -0.105 0.510 0.000 -0.001 0.008
H -3.702 1.669 2.962 0.002 0.005 0.001
H -4.972 0.711 2.232 -0.002 -0.001 0.003
H -4.017 3.481 1.515 -0.001 -0.001 0.001
H -5.643 2.841 1.496 0.001 -0.004 0.002
H -4.933 3.215 -0.828 -0.002 0.000 0.000
H -5.012 1.487 -0.561 -0.002 -0.005 0.001
H -2.574 3.270 -0.817 0.010 -0.002 -0.002
H -2.913 1.752 -1.623 -0.003 -0.002 -0.004

=====

Entry 2:
79
Properties=species:S:1:pos:R:3:forces:R:3 method="wB97M-V/def2-TZVPD" homo_energy_ev=-10.63 total_energy_ev=-70090.4112 charge=+1 lumo_energy_ha=-0.173 homo_lumo_gap_ev=5.93 fmax_ev_per_a=4.9 relative_energy_kcal_mol=227.4
C 0.797 -1.674 6.126 -0.261 0.805 0.797
O 1.478 -1.765 4.843 -1.102 -1.472 0.395
C 1.797 -3.128 4.500 0.922 -1.202 -0.118
C 1.701 -3.417 2.902 0.154 0.685 1.085
C 0.172 -3.800 2.461 0.538 0.923 -0.607
C -0.286 -2.607 1.463 -0.284 0.305 -1.775
C 0.028 -2.735 -0.056 -1.296 3.102 0.637
C 0.816 -4.050 -0.550 -0.380 0.823 1.370
N -0.185 -5.194 -0.593 1.185 0.511 0.891
C -0.435 -1.588 -0.990 0.625 -1.125 3.642
C -0.162 -1.713 -2.552 -1.160 0.461 0.273
C -1.581 -2.025 -3.299 -0.948 0.298 -1.334
C -2.692 -2.804 -2.444 0.672 0.424 -0.362
N -1.832 -1.709 -4.549 1.442 -0.515 3.222
C -1.155 -0.354 -0.304 0.123 -1.171 1.529
C -1.587 0.851 -1.250 0.977 0.338 -0.900
C -0.402 1.957 -1.315 3.213 2.712 -0.109
C 0.134 2.714 -0.051 1.793 0.882 -2.602
C 1.306 3.759 -0.123 -0.994 -1.680 -2.927
C 2.026 4.097 -1.474 -3.709 -3.083 0.718
C 1.499 3.367 -2.742 -0.965 -0.318 3.443
C 0.325 2.319 -2.670 0.773 1.179 1.783
C -0.055 1.635 -4.084 0.661 1.262 0.597
C -1.421 -0.310 1.211 1.251 -2.108 -2.649
C -2.141 0.830 2.030 -0.348 1.424 2.314
F -2.627 1.923 1.308 1.169 -2.971 1.399
F -1.185 1.366 2.967 -2.256 -1.294 -2.243
F -3.238 0.359 2.831 2.796 0.878 -2.280
N -0.948 -1.449 2.014 0.883 -1.166 -3.810
O -1.111 -1.466 3.371 -1.006 -0.403 -0.063
H 1.569 -1.610 6.968 -1.049 -0.229 -1.060
H 0.083 -2.542 6.331 1.047 0.967 -0.436
H 0.161 -0.708 6.175 1.208 -1.501 -0.390
H 2.875 -3.350 4.865 -1.585 0.299 -0.712
H 1.129 -3.907 5.038 0.830 1.372 -0.720
H 2.060 -2.449 2.401 -0.661 -1.403 0.534
H 2.455 -4.230 2.611 -1.288 1.010 0.511
H -0.504 -3.901 3.374 0.965 0.346 -1.252
H 0.145 -4.828 1.934 -0.033 2.010 0.613
H 1.632 -4.255 0.249 -1.258 0.459 -1.294
H 1.375 -3.912 -1.533 -1.092 -0.044 1.272
H -1.020 -4.944 -0.026 0.923 -0.380 -0.565
H 0.317 -5.965 -0.104 -0.999 0.424 -0.660
H 0.537 -2.560 -2.857 -0.909 1.069 0.931
H 0.307 -0.738 -2.927 -0.860 -1.347 0.509
H -2.157 -3.694 -1.951 -1.045 1.128 -0.732
H -3.115 -2.128 -1.624 0.693 -0.849 -1.023
H -3.575 -3.113 -3.106 1.594 0.349 0.877
H -1.001 -1.224 -4.942 -0.570 -0.248 0.122
H -2.610 1.311 -1.017 1.622 -0.715 -0.006
H -1.676 0.464 -2.338 0.084 0.386 1.974
H -0.283 2.530 0.998 0.594 0.262 -1.837
H 1.655 4.275 0.845 -0.711 -0.970 -1.700
H 2.886 4.842 -1.449 -1.367 -1.218 -0.341
H 2.025 3.609 -3.735 -1.126 -0.639 1.639
H 0.147 2.427 -4.902 -0.410 -1.335 1.313
H -1.151 1.328 -4.162 1.606 0.251 0.143
H 0.693 0.791 -4.265 -1.215 0.941 0.107
H -1.763 -2.200 3.536 0.571 1.003 -0.028
C 6.318 0.050 -0.600 0.077 0.019 0.018
S 4.580 0.188 -1.067 0.079 0.291 -0.236
O 4.500 1.139 -2.217 0.014 -0.309 0.392
C 4.049 1.085 0.403 -0.039 0.050 0.108
H 6.854 -0.449 -1.407 -0.141 0.035 0.010
H 6.743 1.044 -0.443 -0.111 -0.010 -0.044
H 6.405 -0.543 0.312 -0.057 0.009 -0.042
H 4.611 2.016 0.495 -0.004 -0.051 -0.083
H 4.204 0.462 1.286 0.026 -0.021 -0.049
H 2.986 1.310 0.299 0.063 -0.009 -0.103
C -3.379 4.493 -0.329 0.089 0.122 -0.048
S -4.890 4.241 -1.284 0.038 0.043 -0.233
O -4.485 3.782 -2.648 0.036 0.110 0.440
C -5.331 5.988 -1.409 0.033 0.079 -0.040
H -2.910 3.524 -0.166 -0.093 0.143 -0.135
H -2.692 5.139 -0.879 -0.067 -0.046 -0.047
H -3.626 4.942 0.635 -0.046 -0.042 -0.039
H -4.525 6.542 -1.893 0.006 -0.112 0.002
H -5.517 6.388 -0.411 -0.003 -0.079 -0.021
H -6.239 6.072 -2.007 0.074 -0.124 0.046

=====

Entry 3:
88
Properties=species:S:1:pos:R:3:forces:R:3 method="wB97M-V/def2-TZVPD" homo_energy_ev=-8.00 total_energy_ev=-84549.4759 lumo_energy_ha=0.010 homo_lumo_gap_ev=8.28 fmax_ev_per_a=1.4
C -2.176 -4.695 -1.787 -0.033 -0.223 0.274
C -1.182 -4.185 -0.733 0.357 0.164 -0.234
P -2.071 -3.082 0.434 -0.825 -0.373 0.103
C -2.023 -1.354 -0.228 0.221 -0.063 -0.386
C -1.737 -1.235 -1.736 0.124 0.379 0.285
C -1.098 -3.198 2.084 0.318 -0.363 -0.805
N -0.166 -4.317 2.119 0.103 0.443 1.339
C 1.047 -4.264 1.741 -0.041 -0.060 -0.515
C 1.987 -5.294 2.285 -0.099 -0.354 -0.389
C 1.650 -3.344 0.721 0.282 0.232 0.308
C -2.152 -3.541 3.166 -0.122 0.316 0.349
C -3.093 -4.717 2.957 -0.160 -0.021 -0.094
C -4.481 -4.577 3.582 0.213 0.055 -0.122
C -5.530 -3.678 2.962 -0.122 -0.110 -0.191
O -6.680 -3.730 3.305 0.082 0.249 0.134
O -5.086 -2.829 2.001 0.432 -0.062 0.407
O -2.818 -2.260 3.428 0.006 -0.092 -0.123
C -1.950 -1.281 3.161 0.017 -0.174 -0.014
O -2.180 -0.112 3.274 -0.069 0.248 0.021
C -0.620 -1.874 2.713 -0.040 -0.133 0.417
O 0.124 -0.989 1.932 -0.011 -0.078 -0.266
P 0.458 -2.123 4.258 0.560 0.124 -0.445
O 1.905 -2.028 3.962 -0.018 -0.118 -0.033
H -2.938 -3.957 -2.033 0.122 0.084 -0.197
H -2.712 -5.559 -1.392 -0.059 0.009 0.000
H -1.658 -5.020 -2.690 -0.037 0.102 -0.078
H -0.806 -5.024 -0.149 -0.005 -0.008 0.033
H -0.314 -3.730 -1.214 -0.035 0.073 0.048
H -3.024 -0.966 -0.042 0.030 0.114 0.159
H -1.307 -0.732 0.295 0.020 -0.031 0.143
H -0.957 -1.915 -2.071 -0.089 -0.092 -0.092
H -2.635 -1.347 -2.341 0.038 -0.240 -0.045
H -1.357 -0.227 -1.899 -0.074 -0.032 -0.216
H 1.441 -6.056 2.835 0.021 0.070 0.161
H 2.703 -4.778 2.927 -0.013 -0.044 0.078
H 2.548 -5.782 1.486 0.099 0.067 -0.027
H 2.645 -3.031 1.040 0.010 0.007 0.039
H 1.071 -2.453 0.525 -0.181 0.025 -0.106
H 1.778 -3.924 -0.196 -0.019 -0.012 -0.008
H -1.620 -3.747 4.094 0.066 -0.120 -0.018
H -3.154 -5.016 1.912 -0.071 0.206 -0.049
H -2.625 -5.543 3.493 0.070 -0.096 -0.145
H -4.938 -5.562 3.645 -0.037 -0.020 0.123
H -4.363 -4.209 4.605 -0.180 -0.051 0.046
H -5.494 -1.966 2.143 -0.444 -0.058 -0.275
H 0.258 -0.169 2.424 -0.024 0.063 0.038
H -0.007 -1.069 5.069 -0.199 -0.111 0.144
H 0.071 -3.307 4.897 -0.151 0.066 0.122
C -0.809 2.337 0.635 0.008 0.020 0.151
C -1.928 3.354 0.525 0.024 -0.076 0.027
O -1.911 3.661 -0.883 -0.042 0.018 0.019
C -1.357 2.629 -1.538 -0.003 -0.086 -0.057
O -1.349 2.492 -2.724 -0.002 0.068 0.004
O -0.802 1.749 -0.677 0.047 0.102 0.094
H -0.993 1.571 1.384 -0.091 -0.074 -0.078
H 0.162 2.803 0.811 -0.005 0.024 -0.017
H -2.900 2.929 0.775 0.001 -0.021 -0.006
H -1.757 4.247 1.112 0.018 0.058 -0.114
C 1.470 2.916 -5.721 -0.141 -0.021 0.000
C 1.052 1.929 -4.647 -0.020 0.081 -0.022
O 2.134 0.982 -4.681 -0.020 -0.019 -0.005
C 3.221 1.590 -5.190 0.052 -0.005 0.005
O 4.320 1.132 -5.194 0.072 0.044 0.018
O 2.900 2.802 -5.697 0.004 0.026 -0.020
H 1.176 3.940 -5.514 0.104 0.023 0.044
H 1.116 2.630 -6.713 0.002 -0.019 0.001
H 1.010 2.379 -3.658 0.005 -0.005 0.007
H 0.110 1.429 -4.845 0.047 -0.094 -0.002
C -2.251 8.402 3.370 0.054 0.082 -0.053
C -1.885 8.152 1.916 -0.064 0.081 0.019
O -1.413 6.799 1.958 0.000 0.010 -0.038
C -1.956 6.189 3.037 0.014 -0.062 0.032
O -1.891 5.019 3.246 -0.001 0.072 0.035
O -2.578 7.084 3.828 -0.003 0.022 0.037
H -3.104 9.060 3.504 -0.067 -0.085 0.013
H -1.407 8.773 3.953 0.013 -0.002 -0.011
H -2.751 8.198 1.255 -0.013 0.000 0.011
H -1.103 8.803 1.539 0.076 -0.075 0.020
C 7.219 3.226 -5.036 -0.153 -0.071 -0.069
C 7.831 1.840 -5.008 -0.167 0.014 -0.005
O 9.227 2.134 -4.876 0.007 -0.037 -0.003
C 9.359 3.361 -4.322 0.028 0.017 0.018
O 10.382 3.823 -3.931 -0.021 -0.007 -0.008
O 8.161 3.990 -4.274 0.012 0.001 -0.008
H 6.235 3.273 -4.580 0.044 0.039 0.089
H 7.169 3.638 -6.046 0.019 -0.010 -0.008
H 7.506 1.261 -4.143 0.000 0.009 0.011
H 7.648 1.269 -5.913 0.127 0.002 -0.029